{
  "formula": "C17H41B2IO2P",
  "method": "the ωB97M-V functional and the def2-TZVPD basis",
  "species": ["I", "P", "O", "O", "C", "C", "C", "C", "C", "C", "C", "C", "C", "C", "C", "C", "C", "C", "C", "C", "C", "B", "B", "H", "H", "H", "H", "H", "H", "H", "H", "H", "H", "H", "H", "H", "H", "H", "H", "H", "H", "H", "H", "H", "H", "H", "H", "H", "H", "H", "H", "H", "H", "H", "H", "H", "H", "H", "H", "H", "H", "H", "H", "H"],
  "xyz": [[9.390293, -1.531442, 0.465885], [-1.756300, 0.390459, 0.069317], [5.139516, -2.350475, -0.821626], [5.139704, -1.707940, 1.679284], [-1.497870, -2.863334, -1.442867], [-3.790028, 1.789897, 1.618175], [2.385688, 1.657979, 1.282430], [-0.082538, 1.846537, 1.855006], [-1.080372, 0.846902, -1.505870], [-2.017597, -2.497132, -0.062961], [-4.876587, 0.748202, 1.885262], [1.208681, -0.416084, -1.554356], [-5.850514, 0.520159, 0.740399], [-3.002560, 1.686578, 0.312021], [2.484702, 0.363220, -1.844783], [-0.660187, 0.483235, 1.465019], [-0.003760, 0.121424, -2.305817], [-2.440296, -2.565614, -2.598589], [1.066105, 2.350638, 0.985643], [-2.666244, -1.130065, 0.093443], [6.467214, -0.056151, 0.051677], [5.537142, -1.427883, 0.259805], [7.728612, -0.229986, 1.141333], [7.729714, 0.279542, 2.219455], [0.329761, 0.794468, -3.105154], [-0.549574, -2.360855, -1.595880], [5.835095, 0.892301, 0.350176], [-3.319648, -3.215837, -2.559003], [1.026709, -0.453616, -0.482937], [2.796894, 0.214024, -2.880644], [-1.927406, -2.742526, -3.550429], [6.841977, 0.066923, -1.057845], [-5.347819, 0.296440, -0.202925], [-6.501083, -0.331263, 0.967886], [0.263574, 1.795689, 2.894748], [0.826867, 2.252253, -0.071867], [3.163234, 2.026932, 0.610897], [-1.252926, -3.932109, -1.456567], [1.198406, 3.424768, 1.169193], [-2.779217, -1.528371, -2.605444], [4.126318, -2.419009, -0.726704], [0.135265, -0.260828, 1.386289], [-0.472626, -0.705683, -2.852489], [-1.257560, 0.149799, 2.323736], [-3.099544, -1.177337, 1.093973], [-6.484669, 1.398270, 0.590124], [-5.452636, 1.070355, 2.764193], [2.347754, 1.434665, -1.680429], [-2.459457, 2.633208, 0.199072], [-3.096175, 1.787864, 2.466779], [1.401376, -1.450488, -1.865312], [-0.878450, 2.596278, 1.838474], [-3.518632, -1.049619, -0.586823], [-4.275416, 2.774898, 1.627617], [2.315684, 0.574513, 1.163965], [-1.948449, 0.897769, -2.177492], [-2.767662, -3.249118, 0.214235], [2.708015, 1.863000, 2.309843], [-1.202830, -2.596281, 0.663238], [-0.758802, 1.890170, -1.419100], [-4.427310, -0.200112, 2.182705], [-3.689367, 1.660386, -0.539640], [3.292009, 0.010261, -1.197719], [4.305800, -1.140845, 1.809975]],
  "atomic_forces_ev_per_a": [[-0.967, 0.809, 0.547], [-0.802, 0.700, 0.161], [-1.545, 2.542, 2.524], [-1.644, 1.697, -2.883], [0.264, -0.137, -0.159], [-0.141, -0.010, 0.525], [0.219, 0.100, 0.124], [-0.049, 0.576, -0.249], [0.289, 0.736, -1.345], [0.333, -0.626, -0.039], [-0.116, -0.138, 0.199], [0.499, -0.212, -0.272], [-0.202, -0.092, 0.035], [-0.047, 0.569, -0.201], [0.082, 0.022, 0.168], [0.564, -0.378, 1.088], [-0.060, -0.921, -0.524], [0.050, -0.195, -0.125], [0.191, 0.204, 0.222], [-0.558, -1.086, 0.273], [0.416, -0.031, -0.132], [-0.056, -0.660, 0.289], [-0.909, -0.315, -1.887], [0.185, -0.235, -0.205], [-0.079, 0.051, 0.246], [0.189, 0.125, -0.122], [1.056, -1.822, -0.496], [0.033, 0.142, -0.057], [-0.024, 0.021, 0.135], [-0.028, 0.047, 0.070], [-0.184, -0.024, 0.127], [-0.759, -0.327, 2.211], [-0.053, 0.002, 0.001], [0.043, 0.202, -0.072], [-0.118, -0.101, -0.165], [-0.039, -0.005, -0.113], [0.011, -0.119, 0.076], [-0.061, 0.153, 0.099], [-0.091, -0.187, -0.052], [-0.038, 0.036, -0.038], [2.330, -0.451, -0.112], [-0.038, -0.034, -0.123], [-0.017, 0.173, 0.183], [-0.161, -0.141, -0.214], [-0.101, 0.412, 0.035], [0.061, -0.085, -0.081], [0.227, -0.014, -0.160], [0.076, -0.031, 0.009], [0.068, -0.139, -0.103], [-0.058, 0.105, -0.056], [-0.157, 0.096, 0.123], [-0.037, -0.085, 0.111], [0.116, 0.264, -0.032], [0.217, -0.107, -0.113], [0.029, -0.049, -0.042], [-0.143, 0.067, 0.267], [0.024, 0.271, 0.119], [-0.068, -0.047, -0.144], [-0.087, -0.078, -0.015], [-0.192, 0.007, 0.367], [0.018, -0.053, 0.014], [0.116, -0.155, -0.027], [0.062, 0.151, -0.139], [1.861, -1.190, 0.150]],
  "largest_force_ev_per_a": 3.901,
  "homo_energy_ev": -10.94,
  "total_energy_ha": -1511.41482,
  "charge": 1
}

=====

{
  "formula": "C17H41Cl4F2N6O10S2Tl",
  "method": "the ωB97M-V functional and the def2-TZVPD basis",
  "species": ["Tl", "Cl", "Cl", "Cl", "Cl", "S", "S", "F", "F", "O", "O", "O", "O", "O", "O", "O", "O", "O", "O", "N", "N", "N", "N", "N", "N", "C", "C", "C", "C", "C", "C", "C", "C", "C", "C", "C", "C", "C", "C", "C", "C", "C", "H", "H", "H", "H", "H", "H", "H", "H", "H", "H", "H", "H", "H", "H", "H", "H", "H", "H", "H", "H", "H", "H", "H", "H", "H", "H", "H", "H", "H", "H", "H", "H", "H", "H", "H", "H", "H", "H", "H", "H", "H"],
  "xyz": [[-5.546500, -31.115920, 33.072150], [2.349280, -31.944130, 26.527040], [1.716320, -32.155840, 29.833790], [-2.438550, -22.399120, 30.421710], [-2.136800, -25.485760, 28.742400], [-2.158050, -29.616930, 31.382720], [-1.714040, -31.846990, 31.845760], [-2.426360, -33.110830, 32.575600], [-3.606150, -28.941230, 31.081510], [-0.527270, -31.643200, 32.688500], [-5.592490, -33.775440, 31.698440], [-1.613900, -29.912370, 30.041290], [-1.516090, -28.681620, 32.252230], [-1.663500, -32.517960, 30.534070], [0.746880, -26.943010, 31.821440], [-6.514500, -28.617860, 31.887750], [-3.314960, -30.444870, 35.105820], [-5.316450, -30.794550, 30.161570], [-4.906340, -34.129770, 34.312120], [-4.038550, -34.174670, 30.248850], [-1.410310, -29.399880, 35.476900], [-6.190870, -26.777460, 30.866030], [-4.622390, -31.878050, 28.363250], [-3.129120, -35.076260, 35.232130], [-2.841690, -30.989260, 32.152270], [-2.464770, -30.112660, 35.898250], [-2.417290, -25.216190, 30.530410], [-5.262840, -34.405150, 30.700230], [1.332910, -33.071240, 27.322800], [-8.260560, -27.994950, 30.271340], [-5.092440, -29.531300, 28.119040], [1.797390, -28.020550, 30.031350], [2.074180, -28.767440, 32.423790], [-4.571990, -36.516520, 34.020110], [-6.184420, -35.446470, 29.991910], [-2.691990, -29.981750, 37.371610], [-4.270440, -35.101350, 34.632880], [-1.754290, -23.908510, 31.139480], [-6.945420, -27.798480, 31.120630], [0.653950, -32.515160, 28.434580], [-5.006490, -30.809050, 28.977190], [1.902560, -27.630620, 31.472380], [1.331080, -29.561450, 32.350000], [2.667730, -28.584800, 29.696340], [-6.959230, -34.933490, 29.422160], [-8.383330, -28.997660, 29.861950], [-5.538530, -36.082490, 29.386590], [-5.281830, -26.826120, 31.303500], [-4.093590, -29.191190, 27.845690], [-0.689720, -23.889270, 30.906210], [-6.647980, -25.905840, 30.639290], [1.728570, -27.129560, 29.407240], [-2.084870, -26.134100, 31.015220], [-2.020400, -29.269820, 37.851410], [-9.170870, -27.792770, 30.835750], [-3.489010, -25.063820, 30.658100], [-3.891020, -37.300050, 34.352490], [-0.001210, -33.202820, 28.969360], [-4.162450, -31.850660, 27.464460], [-4.444570, -36.492830, 32.937850], [-5.565690, -36.825530, 34.344430], [-5.476640, -28.740590, 28.763450], [-3.590650, -34.939710, 29.764920], [2.832290, -27.078670, 31.610350], [2.222490, -28.592320, 33.489360], [-1.860960, -23.923250, 32.224140], [-2.582930, -35.913340, 35.377360], [3.103920, -29.122750, 32.385030], [-1.423980, -29.172520, 34.492920], [-4.560840, -32.716760, 28.922610], [0.080780, -31.609340, 28.236910], [-0.726790, -29.084140, 36.150100], [-8.332490, -27.394010, 29.364810], [-6.728390, -36.054700, 30.714570], [-0.029570, -27.490170, 31.960500], [-2.609530, -34.210170, 35.231360], [0.581050, -33.279630, 26.561640], [-3.350810, -33.660600, 30.780690], [1.898590, -33.970240, 27.567570], [-3.718590, -29.699800, 37.605520], [-2.432650, -30.970870, 37.749070], [-5.728140, -29.753260, 27.261880], [0.921770, -28.650330, 29.873980]],
  "atomic_forces_ev_per_a": [[-0.072, -0.103, -0.140], [1.316, 1.247, -0.631], [0.439, 0.367, 0.016], [0.097, -0.817, 0.469], [-0.041, 0.307, 1.070], [-2.758, 1.792, -3.238], [6.070, -10.848, 0.609], [0.093, -0.407, 0.896], [1.520, -0.303, 0.406], [-1.544, 0.300, -2.385], [-0.894, 0.277, -0.027], [-1.011, 0.932, 3.409], [-0.131, -0.651, 0.058], [0.656, 1.912, 1.336], [0.076, 2.083, 0.539], [0.297, -2.409, 1.699], [-1.416, -1.670, -0.916], [-0.514, -0.133, 0.803], [-1.220, 1.151, -0.008], [1.675, -1.151, -1.710], [0.313, -0.642, -0.159], [0.922, 2.706, -0.803], [0.790, -1.996, -0.991], [3.033, 0.480, 1.603], [-2.736, 7.543, -0.816], [0.381, 3.658, 0.435], [0.119, 1.411, -0.112], [-1.670, -0.466, 1.317], [0.210, -1.799, -1.883], [0.164, 0.250, 0.255], [0.092, -0.095, 1.094], [0.085, -0.583, -0.902], [0.882, -1.834, 1.325], [-0.596, -0.041, 0.815], [0.933, 0.657, 0.664], [0.274, -1.207, 0.805], [-0.512, -2.437, -2.593], [0.150, -1.069, -1.271], [-2.869, -1.700, -2.019], [-1.441, 1.128, 3.278], [-0.259, 2.428, -0.321], [0.470, -0.364, 0.360], [0.151, -0.161, -0.326], [0.101, -0.051, 0.145], [0.296, 0.094, -0.245], [0.498, -0.311, 0.601], [-0.368, -0.002, -0.262], [-0.091, 0.584, 0.151], [0.062, -0.306, -0.293], [-0.078, -0.048, 0.016], [0.538, 0.152, -0.320], [-0.145, 0.009, 0.084], [0.113, 0.283, 0.148], [-0.004, -0.031, -0.256], [0.199, 0.017, 0.319], [-0.017, -0.309, -0.144], [0.169, 0.293, 0.363], [-0.430, -0.285, -0.586], [-0.290, 0.066, 0.065], [-0.409, 0.416, 0.061], [-0.120, 0.086, -0.481], [-0.333, -0.059, -0.283], [-0.091, 0.026, -0.441], [-0.571, 1.118, 0.020], [-1.087, 1.221, 0.275], [-0.301, 0.169, -0.128], [-0.231, 0.114, -0.097], [0.133, -0.745, -1.269], [0.724, 0.044, 0.027], [0.318, -0.219, -0.133], [0.138, -0.006, -0.124], [-0.029, 0.188, -0.539], [0.477, 0.536, 0.254], [0.289, 0.127, 0.208], [0.034, -0.701, -0.216], [-0.136, 0.150, 0.385], [-0.130, -0.587, 0.082], [-0.303, 0.328, 0.355], [-0.082, 0.034, -0.067], [0.068, -0.343, -0.182], [-0.420, -0.067, 0.624], [0.101, 0.290, -0.006], [-0.116, -0.017, -0.122]],
  "largest_force_ev_per_a": 12.446,
  "homo_energy_ev": -14.20,
  "total_energy_ha": -4761.84774,
  "charge": 2
}

=====

{
  "formula": "C17H41N5O7PS2",
  "method": "the ωB97M-V functional and the def2-TZVPD basis",
  "species": ["S", "S", "P", "O", "O", "O", "O", "O", "O", "O", "N", "N", "N", "N", "N", "C", "C", "C", "C", "C", "C", "C", "C", "C", "C", "C", "C", "C", "C", "C", "C", "C", "H", "H", "H", "H", "H", "H", "H", "H", "H", "H", "H", "H", "H", "H", "H", "H", "H", "H", "H", "H", "H", "H", "H", "H", "H", "H", "H", "H", "H", "H", "H", "H", "H", "H", "H", "H", "H", "H", "H", "H", "H"],
  "xyz": [[-1.038679, 2.377518, 5.811516], [-3.137337, 1.791185, 3.298566], [-1.278780, 1.224135, 4.329791], [5.472270, 0.828153, -2.070139], [-0.178783, 1.190611, 3.240376], [-1.684753, -0.269578, 4.671918], [0.065497, -0.816311, 1.687325], [2.239052, -4.353704, 2.810002], [-4.936341, 1.137593, -0.109038], [-2.787252, 1.735509, -4.872905], [1.436238, -4.508792, 4.925570], [-2.000375, 0.214403, -6.360634], [6.154205, 1.115773, 0.077686], [-5.273471, 2.668871, -1.748233], [1.487524, -1.502902, 0.068634], [1.682894, -4.803672, 6.325329], [-5.783170, 3.970597, -2.139354], [-4.661345, 1.819471, -2.768088], [0.104016, -4.114513, 4.505894], [0.710534, -1.708244, 1.115828], [6.839039, 0.578032, 1.236149], [-2.600802, 0.580596, -5.219243], [2.402774, -4.589493, 3.995210], [5.568373, 2.443655, 0.149014], [-1.849900, 3.090291, 1.327773], [6.042357, 0.426307, -1.073787], [1.619973, -0.156690, -0.472758], [-2.646025, 2.054106, 1.608139], [-1.808368, -1.176798, -6.721581], [-1.529485, 1.254466, -7.263096], [-5.348468, 2.228777, -0.493420], [2.218944, -2.595174, -0.558285], [4.494762, 2.394045, -0.038352], [0.131411, -3.122602, 4.045842], [-5.213132, 0.880948, -2.835281], [-0.745355, -1.394535, -6.837631], [2.724898, -5.081580, 6.465094], [1.052157, -5.630175, 6.655357], [-2.316222, -1.397890, -7.661494], [-5.827722, 2.947203, 0.192650], [-2.361340, 1.883410, -7.579060], [-3.045032, 1.348609, 0.889629], [2.016564, 0.510288, 0.293019], [-4.978008, 4.580366, -2.550872], [2.016388, -3.524857, -0.031660], [-3.632498, 1.597772, -2.497298], [6.521151, -0.567223, -1.029970], [-2.001732, 4.054001, 1.798967], [5.745665, 2.863126, 1.136086], [-0.557079, -4.098473, 5.368828], [7.216467, -0.417477, 1.012185], [3.288957, -2.393205, -0.519379], [3.377932, -4.895616, 4.404751], [-3.451097, 2.984871, 3.828930], [-0.143779, 0.310065, 2.746161], [2.294289, -0.169870, -1.324471], [0.680760, -2.753066, 1.446525], [0.644405, 0.216676, -0.784409], [-0.901565, -0.843866, 4.685220], [-4.677800, 2.326424, -3.723603], [-0.799283, 1.887548, -6.759529], [-6.559775, 3.858044, -2.896395], [-6.206536, 4.479482, -1.275614], [-2.922817, -0.278010, -4.603560], [1.914428, -2.696086, -1.599932], [-0.284938, -4.814041, 3.765987], [1.467326, -3.929262, 6.941880], [-1.071405, 0.794065, -8.134252], [-2.215802, -1.819899, -5.944230], [-1.021052, 2.954807, 0.644253], [7.679591, 1.216893, 1.512180], [6.156015, 0.511944, 2.085668], [6.010448, 3.092970, -0.606379]],
  "atomic_forces_ev_per_a": [[-0.157, 0.089, -0.269], [-1.756, -0.668, -0.709], [0.775, 0.882, 1.543], [-0.099, 0.023, 0.086], [-0.367, -0.420, 0.043], [0.020, -0.133, -0.522], [-0.149, 0.121, 0.215], [-0.104, 0.152, -0.069], [0.147, 0.127, 0.107], [0.232, -0.105, -0.229], [-0.008, 0.032, 0.096], [0.043, -0.090, -0.051], [-0.004, -0.011, 0.095], [-0.021, 0.060, -0.074], [0.003, 0.042, -0.105], [-0.140, 0.034, -0.078], [0.052, -0.104, -0.054], [-0.305, 0.003, 0.406], [0.102, -0.024, -0.039], [0.079, -0.294, 0.106], [-0.061, 0.153, -0.049], [-0.023, 0.045, 0.021], [0.082, -0.053, -0.053], [0.017, -0.067, -0.099], [-0.129, -0.309, 0.049], [0.009, -0.131, -0.082], [-0.027, 0.028, 0.100], [0.229, 0.826, 0.187], [0.031, 0.142, -0.066], [-0.059, 0.029, 0.100], [-0.076, -0.075, 0.018], [-0.002, 0.040, -0.037], [-0.005, 0.044, 0.003], [-0.031, -0.002, -0.029], [0.030, -0.022, -0.038], [-0.008, -0.056, -0.004], [0.011, -0.001, -0.020], [0.032, -0.011, 0.046], [0.005, -0.058, 0.006], [-0.010, -0.011, 0.000], [0.019, 0.019, -0.027], [0.581, -0.852, 0.272], [0.018, 0.044, -0.044], [-0.028, 0.033, -0.014], [0.013, 0.021, 0.052], [0.026, 0.023, -0.086], [0.025, 0.019, 0.009], [0.859, -0.183, 0.783], [0.016, -0.019, 0.012], [0.012, -0.017, 0.018], [0.000, -0.005, -0.020], [0.007, -0.022, -0.013], [-0.008, -0.007, -0.005], [0.522, 0.194, 0.026], [0.396, 0.142, -0.745], [0.028, -0.032, 0.015], [-0.017, 0.039, 0.098], [0.013, 0.018, -0.023], [-0.213, -0.171, 0.014], [0.033, 0.056, 0.047], [0.010, 0.020, -0.031], [-0.014, 0.047, 0.001], [-0.005, -0.014, 0.016], [0.007, 0.000, -0.009], [0.019, -0.011, -0.005], [-0.048, 0.030, -0.009], [0.031, -0.021, 0.045], [-0.003, -0.030, 0.006], [-0.012, 0.011, 0.014], [-0.682, 0.482, -1.026], [0.026, -0.044, 0.040], [0.039, -0.033, 0.033], [-0.025, 0.035, 0.009]],
  "largest_force_ev_per_a": 2.008,
  "homo_energy_ev": -11.14,
  "total_energy_ha": -2610.32578,
  "charge": 1
}

=====

Number 1: Kohn-Sham gap 8.62 eV. Number 2: Kohn-Sham gap 1.81 eV. Number 3: Kohn-Sham gap 7.56 eV.